# C30H55N4O14

7 unconnected molecules or ions with the total composition C30H55N4O14 in a non-equilibrium geometry (ωB97M-V/def2-TZVPD, OMol25).

Properties
* HOMO: -5.60 eV
* net charge: -1
* E_LUMO: 0.74 eV
* HOMO-LUMO gap: 6.34 eV
* calculated total energy: -66625.5977 eV

Each line ends with the Löwdin charge.
Element x y z (Å)
1 H -2.09244 2.08415 -4.79419  0.06
2 C 6.80680 0.22873 -1.09552  -0.20
3 H 0.77364 -1.18989 -2.43970  0.08
4 C 2.46586 -1.84029 -3.22320  -0.24
5 H 4.69516 -0.96184 -0.23170  0.06
6 C -5.26763 -0.27713 3.49853  -0.06
7 O 1.29502 -2.01622 -2.63831  0.11
8 H -1.19305 0.14344 8.32564  0.11
9 H -2.43679 -1.52308 5.55441  0.13
10 O 6.08085 -1.23904 -5.16911  0.05
11 C -1.56146 -0.28139 3.99254  -0.31
12 H -6.34667 -0.36199 3.67351  0.07
13 C -2.89572 -4.36058 3.23224  -0.11
14 C -0.77751 2.95828 -3.53420  -0.42
15 H -6.07036 2.04219 2.26683  0.13
16 O -0.39950 0.00805 -1.72052  -0.05
17 H -7.39567 3.04022 0.57763  0.08
18 N 7.47868 -0.02870 1.33195  0.03
19 C 2.82399 -0.45155 -3.64909  -0.31
20 H -2.30664 -4.98264 0.68809  0.12
21 O -1.27754 3.28050 -1.21085  -0.16
22 H -0.04510 2.74793 4.70306  0.13
23 H -2.91903 -5.44573 3.07768  0.08
24 H -3.70569 -4.24320 3.95617  0.08
25 O -3.33936 -3.70829 2.04643  -0.20
26 H -8.31944 1.65463 0.09989  0.08
27 H -0.23109 2.07619 -3.19637  0.12
28 H -1.67016 4.68207 -2.62012  0.12
29 N -3.85488 0.65998 1.64550  0.07
30 C -0.49041 1.79829 4.96675  0.06
31 C -7.35073 2.15097 -0.06018  -0.14
32 H 0.98723 3.82325 -4.23992  0.07
33 C -0.00050 3.62435 -4.67644  -0.08
34 C -1.37616 0.01101 6.43307  -0.24
35 H 7.01055 -1.64771 0.02668  0.14
36 H -5.29794 -0.81800 1.41503  0.13
37 H 4.87137 0.25710 1.01745  0.08
38 C 5.29456 -0.67538 0.64290  -0.08
39 H -2.04178 -4.57554 -1.66377  0.07
40 H 5.05320 -1.43389 1.38861  0.08
41 H -1.59437 5.01086 -0.05219  0.08
42 H 1.72727 1.37370 0.07850  0.07
43 H -1.93062 -3.97486 3.55135  0.08
44 H -4.72299 -1.20963 3.63811  0.06
45 C 3.24748 -2.89056 -3.50969  0.06
46 H -4.00114 -3.63857 -0.30288  0.13
47 H 0.09343 3.01426 -5.57111  0.07
48 H -3.36431 -1.65839 0.96426  0.02
49 H -4.92181 0.50980 4.17122  0.07
50 H -1.44166 3.48078 0.81006  0.07
51 H -1.21660 -3.11167 -1.39583  0.07
52 H -0.00801 4.11434 0.16287  0.09
53 H 6.45497 -2.13958 -5.21902  0.11
54 H 4.57781 0.64886 -4.52238  0.13
55 O 5.28133 -3.73853 -4.33473  0.09
56 C -6.22786 1.13010 1.67800  -0.23
57 H -2.10198 -1.42908 -0.06011  0.04
58 H -1.41294 -3.56742 1.24118  0.13
59 C -1.77782 -0.68296 5.36095  0.06
60 H 2.09746 -0.12637 -0.83429  0.04
61 H -2.62522 3.48254 -4.15457  0.06
62 H -3.72883 1.54053 2.14118  0.08
63 C -2.23591 -3.51420 -1.49118  -0.07
64 N -3.06553 -1.74758 0.00623  0.09
65 H 6.78788 1.29913 -0.87327  0.14
66 H 8.46798 -0.01895 1.08715  0.07
67 C -0.08953 0.24760 -0.52473  -0.66
68 C 8.08427 0.31566 -3.14188  -0.09
69 C -2.99964 -3.19364 -0.22961  -0.44
70 C -2.41750 -3.92969 0.99031  -0.22
71 O -6.26729 1.32265 0.27237  -0.16
72 H -2.61430 -3.00647 -2.37717  0.08
73 C 4.55986 -2.78561 -4.09259  -0.35
74 H -7.34008 2.43528 -1.10944  0.08
75 C -0.88405 3.94795 -2.38973  -0.23
76 O -0.78797 1.65801 2.69738  0.07
77 H 0.06499 4.48026 -2.24592  0.12
78 H 7.16129 -0.12446 -3.53009  0.05
79 C -0.88935 1.07744 3.90349  -0.21
80 O -1.88100 -0.97240 3.05586  0.11
81 C 4.93638 -1.38949 -4.43585  -0.24
82 C -0.64734 1.32054 6.33252  -0.34
83 C 4.21264 -0.29930 -4.15479  0.07
84 H -7.22124 0.74882 1.95284  0.11
85 O 2.08250 0.49845 -3.59997  0.14
86 O -1.62666 -0.42414 7.67162  0.09
87 H 2.87242 -3.89002 -3.32486  0.13
88 C 6.75760 -0.58971 0.15859  -0.42
89 H 1.52014 -0.22686 0.77361  0.07
90 H -0.35285 4.63476 -4.90756  0.07
91 H 5.95588 -0.04854 -1.72301  0.11
92 O -0.94011 0.25541 0.40653  -0.07
93 H 8.14148 1.38661 -3.35064  0.09
94 H -0.83079 0.98225 1.95023  0.07
95 O -0.15848 1.83288 7.31694  0.09
96 C 1.40336 0.35735 -0.14522  0.00
97 C -1.08301 4.04303 -0.05495  -0.12
98 C -5.15527 0.08882 2.00436  -0.41
99 O 8.06773 0.05767 -1.74454  -0.20
100 N -2.16550 2.60524 -3.92425  0.05
101 H 8.94629 -0.18410 -3.57663  0.09
102 H -3.11706 0.05356 2.00848  0.01
103 H 7.37052 -0.65157 2.12108  0.06